Entry 1:
{
  "formula": "C5H9O4S",
  "method": "the ωB97M-V functional and the def2-TZVPD basis",
  "gap_ev": [8.02, 5.97],
  "spin_multiplicity": 1,
  "homo_ev": [-5.520, -4.009],
  "lumo_ev": [2.496, 1.964],
  "total_charge": -1,
  "elements": ["C", "C", "C", "C", "C", "O", "O", "O", "O", "S", "H", "H", "H", "H", "H", "H", "H", "H", "H"],
  "coordinates": [[1.948, -1.133, 0.835], [0.995, -0.227, 1.093], [-1.540, -1.323, -0.613], [-0.463, -0.335, -1.016], [0.015, 0.307, 0.200], [-1.604, 2.299, -0.202], [0.057, 2.527, 1.620], [-1.585, 0.838, 1.836], [1.691, 1.170, -1.596], [-0.809, 1.667, 0.836], [2.706, -1.511, 1.508], [1.969, -1.648, -0.108], [0.937, 0.349, 2.079], [-2.176, -0.913, 0.131], [-2.080, -1.720, -1.365], [-1.133, -2.194, -0.134], [0.457, -0.608, -1.394], [-0.877, 0.407, -1.621], [1.492, 2.049, -2.088]],
  "nbo_charge": [-0.308, -0.296, -0.601, -0.519, 0.061, -0.983, -0.986, -0.984, -0.912, 2.347, 0.192, 0.183, 0.256, 0.238, 0.195, 0.190, 0.257, 0.247, 0.421]
}

Entry 2:
{
  "formula": "C3H5NO",
  "method": "the ωB97M-V functional and the def2-TZVPD basis",
  "gap_ev": 10.24,
  "smiles": "C1=NOCC1",
  "spin_multiplicity": 1,
  "homo_ev": -9.253,
  "lumo_ev": 0.987,
  "total_charge": 0,
  "elements": ["C", "C", "C", "H", "H", "H", "H", "H", "N", "O"],
  "coordinates": [[-0.753, -0.727, 0.042], [-0.320, 0.708, -0.076], [1.142, 0.525, 0.040], [-1.268, -0.901, 1.013], [-1.370, -1.163, -0.773], [-0.744, 1.284, 0.717], [-0.649, 1.193, -0.990], [1.937, 1.281, 0.100], [1.553, -0.684, -0.027], [0.472, -1.515, -0.045]],
  "nbo_charge": [-0.100, -0.508, -0.011, 0.185, 0.201, 0.227, 0.228, 0.212, -0.065, -0.369]
}

Entry 3:
{
  "formula": "C23H54N4O7",
  "method": "the ωB97M-V functional and the def2-TZVPD basis",
  "gap_ev": 8.88,
  "smiles": "CC1(C)CCCC(C)(C)N1O.CC1(C)CCCC(C)(C)N1O.NC(N)=O.OCCO.OCCO",
  "spin_multiplicity": 1,
  "homo_ev": -8.440,
  "lumo_ev": 0.439,
  "total_charge": 0,
  "elements": ["C", "C", "C", "C", "C", "C", "N", "O", "C", "C", "C", "H", "H", "H", "H", "H", "H", "H", "H", "H", "H", "H", "H", "H", "H", "H", "H", "H", "H", "H", "C", "C", "C", "C", "C", "C", "N", "O", "C", "C", "C", "H", "H", "H", "H", "H", "H", "H", "H", "H", "H", "H", "H", "H", "H", "H", "H", "H", "H", "H", "C", "C", "O", "O", "H", "H", "H", "H", "H", "H", "C", "C", "O", "O", "H", "H", "H", "H", "H", "H", "C", "O", "N", "N", "H", "H", "H", "H"],
  "coordinates": [[-2.337, -0.605, 3.764], [-1.694, 0.166, 2.574], [-0.316, -0.442, 2.304], [-0.397, -1.822, 1.610], [-1.321, -1.795, 0.388], [-2.695, -1.122, 0.670], [-2.482, 0.177, 1.306], [-3.650, 0.954, 1.454], [-3.302, -0.797, -0.695], [-3.703, -2.088, 1.341], [-1.441, 1.585, 3.119], [-2.051, -1.654, 3.831], [-3.422, -0.489, 3.790], [-1.935, -0.161, 4.674], [0.260, 0.273, 1.718], [0.225, -0.694, 3.219], [-0.828, -2.592, 2.253], [0.623, -2.006, 1.277], [-1.684, -2.785, 0.107], [-0.726, -1.358, -0.416], [-2.716, -0.268, -1.447], [-3.568, -1.749, -1.187], [-4.311, -0.381, -0.634], [-4.742, -1.844, 1.118], [-3.574, -3.078, 0.900], [-3.555, -2.109, 2.415], [-0.944, 2.175, 2.343], [-0.924, 1.647, 4.070], [-2.391, 2.129, 3.177], [-4.100, 0.650, 2.264], [2.638, -4.761, -1.301], [3.374, -3.615, -0.624], [4.877, -3.845, -0.775], [5.716, -2.580, -0.553], [5.221, -1.354, -1.331], [3.691, -1.106, -1.366], [3.037, -2.399, -1.367], [1.620, -2.221, -1.408], [3.330, -0.295, -0.083], [3.423, -0.325, -2.672], [2.998, -3.573, 0.873], [2.831, -4.717, -2.381], [1.557, -4.767, -1.173], [2.977, -5.775, -1.071], [5.306, -4.536, -0.049], [5.030, -4.238, -1.782], [6.757, -2.840, -0.763], [5.817, -2.271, 0.494], [5.781, -1.217, -2.259], [5.602, -0.485, -0.776], [3.616, 0.754, -0.077], [2.311, -0.464, 0.270], [3.927, -0.813, 0.674], [3.967, -0.750, -3.510], [2.365, -0.173, -2.880], [3.856, 0.652, -2.436], [2.036, -4.022, 1.125], [3.158, -2.608, 1.347], [3.682, -4.234, 1.423], [1.405, -2.420, -2.327], [0.628, 2.353, -1.834], [0.026, 2.001, -0.508], [-0.972, 2.931, -0.066], [-0.264, 2.025, -2.897], [1.588, 1.898, -2.066], [0.810, 3.435, -1.824], [0.802, 1.845, 0.245], [-0.451, 1.017, -0.556], [-1.778, 2.508, -0.389], [-1.171, 2.143, -2.584], [-3.741, 2.492, -3.356], [-5.166, 3.010, -3.476], [-6.093, 2.142, -2.850], [-3.217, 2.771, -2.039], [-3.090, 2.896, -4.129], [-3.722, 1.394, -3.390], [-5.389, 3.242, -4.523], [-5.211, 3.937, -2.901], [-6.201, 1.350, -3.388], [-3.799, 2.300, -1.426], [-0.167, 5.925, 2.586], [-0.087, 7.092, 2.951], [-0.210, 5.545, 1.280], [0.020, 4.831, 3.424], [-0.548, 4.635, 1.002], [-0.341, 6.350, 0.687], [-0.018, 5.004, 4.413], [-0.441, 4.010, 3.066]],
  "mulliken_charge": [-1.784, 1.367, -1.384, 0.373, -1.156, 1.622, 1.308, -0.579, -2.129, -1.657, -1.596, 0.388, 0.278, 0.465, -0.055, 0.479, 0.487, -0.590, 0.658, 0.060, 0.106, 0.504, 0.474, 0.376, 0.401, 0.367, -0.295, 0.481, 0.629, 0.340, -1.986, 1.638, -0.992, -0.800, -1.318, 2.061, -0.163, -0.081, -1.442, -2.040, -1.747, 0.474, 0.337, 0.366, 0.407, 0.349, 0.402, 0.350, 0.471, 0.368, 0.511, -0.110, 0.432, 0.426, 0.390, 0.411, 0.315, 0.371, 0.429, 0.263, -0.501, 0.044, -0.322, -0.600, 0.114, 0.287, 0.467, -0.025, 0.113, 0.365, -0.296, -0.666, -0.512, -0.465, 0.415, 0.273, 0.364, 0.261, 0.321, 0.256, 0.409, -0.654, -0.347, -0.429, 0.301, 0.207, 0.247, 0.339]
}

Entry 4:
{
  "formula": "C21H33B3F7IO35S8",
  "method": "the ωB97M-V functional and the def2-TZVPD basis",
  "gap_ev": 9.27,
  "spin_multiplicity": 1,
  "homo_ev": -9.363,
  "lumo_ev": -0.097,
  "total_charge": 0,
  "elements": ["C", "C", "B", "O", "B", "I", "O", "B", "C", "F", "F", "C", "F", "F", "C", "F", "F", "F", "O", "H", "C", "C", "O", "S", "O", "O", "O", "H", "H", "H", "H", "C", "C", "O", "S", "O", "O", "O", "H", "H", "H", "H", "C", "C", "O", "S", "O", "O", "O", "H", "H", "H", "H", "C", "C", "O", "S", "O", "O", "O", "H", "H", "H", "H", "C", "C", "O", "S", "O", "O", "O", "H", "H", "H", "H", "C", "C", "O", "S", "O", "O", "O", "H", "H", "H", "H", "C", "C", "O", "S", "O", "O", "O", "H", "H", "H", "H", "C", "C", "O", "S", "O", "O", "O", "H", "H", "H", "H"],
  "coordinates": [[3.047, 5.575, 1.109], [2.227, 4.984, 0.449], [1.443, 3.759, -0.126], [0.393, 3.131, 0.562], [0.881, 1.827, 0.775], [0.568, 0.912, 2.700], [1.596, 1.099, -0.195], [2.351, 1.949, -1.016], [3.799, 1.391, -1.496], [3.637, 0.781, -2.716], [4.144, 0.390, -0.610], [4.984, 2.411, -1.465], [4.617, 3.694, -1.624], [5.641, 2.301, -0.282], [6.067, 2.123, -2.574], [6.579, 0.895, -2.437], [7.068, 3.014, -2.420], [5.586, 2.345, -3.805], [1.782, 3.157, -1.372], [3.851, 6.181, 1.513], [-0.831, 2.810, 7.909], [0.289, 3.059, 6.921], [0.981, 1.808, 6.836], [-0.070, 0.604, 7.040], [-0.457, 0.122, 5.761], [0.421, -0.252, 8.060], [-1.284, 1.481, 7.633], [-0.465, 2.838, 8.938], [-1.646, 3.520, 7.796], [0.963, 3.849, 7.244], [-0.102, 3.300, 5.930], [-4.791, 3.810, 0.400], [-4.788, 3.402, -1.057], [-3.478, 2.860, -1.281], [-2.961, 2.149, 0.068], [-3.210, 0.754, -0.030], [-1.668, 2.673, 0.386], [-4.048, 2.787, 1.073], [-4.274, 4.761, 0.548], [-5.797, 3.880, 0.806], [-4.975, 4.238, -1.723], [-5.517, 2.616, -1.249], [5.215, -2.360, -1.670], [6.318, -2.139, -2.683], [6.981, -3.408, -2.784], [5.911, -4.585, -2.559], [5.487, -5.058, -3.832], [6.403, -5.452, -1.543], [4.730, -3.684, -1.940], [5.602, -2.340, -0.649], [4.414, -1.634, -1.765], [7.015, -1.366, -2.375], [5.911, -1.891, -3.666], [2.034, -5.153, -3.772], [1.558, -6.056, -2.655], [0.129, -5.948, -2.685], [-0.355, -5.716, -4.201], [-0.750, -6.975, -4.743], [-1.194, -4.571, -4.239], [1.076, -5.331, -4.825], [2.016, -4.104, -3.468], [3.032, -5.412, -4.116], [1.945, -5.757, -1.684], [1.824, -7.098, -2.847], [-8.539, 1.490, -3.801], [-8.776, 2.817, -4.492], [-9.216, 3.696, -3.450], [-8.504, 3.281, -2.069], [-7.371, 4.121, -1.872], [-9.504, 3.112, -1.079], [-7.974, 1.833, -2.530], [-9.477, 0.959, -3.626], [-7.859, 0.849, -4.359], [-9.524, 2.750, -5.278], [-7.849, 3.220, -4.907], [5.790, -4.959, 3.327], [6.343, -4.761, 1.931], [6.324, -3.344, 1.725], [6.577, -2.600, 3.135], [7.952, -2.253, 3.220], [5.539, -1.654, 3.332], [6.320, -3.871, 4.092], [4.700, -4.883, 3.336], [6.089, -5.911, 3.759], [5.753, -5.268, 1.172], [7.380, -5.098, 1.868], [-2.575, -5.916, -7.958], [-3.049, -6.814, -6.836], [-4.479, -6.710, -6.862], [-4.966, -6.485, -8.379], [-5.362, -7.738, -8.920], [-5.806, -5.341, -8.416], [-3.532, -6.099, -9.008], [-2.592, -4.866, -7.659], [-1.577, -6.177, -8.303], [-2.658, -6.514, -5.870], [-2.783, -7.856, -7.024], [-3.262, 6.358, 9.552], [-4.037, 7.172, 8.535], [-3.034, 7.767, 7.705], [-1.774, 6.772, 7.594], [-1.890, 6.028, 6.388], [-0.602, 7.490, 7.941], [-2.166, 5.799, 8.820], [-2.856, 6.993, 10.343], [-3.865, 5.569, 9.996], [-4.655, 7.937, 8.998], [-4.661, 6.532, 7.907]],
  "mulliken_charge": [-0.190, -0.375, 0.552, -0.452, 0.694, -0.050, -0.406, -0.375, 1.074, -0.355, -0.279, 0.574, -0.260, -0.284, 0.556, -0.195, -0.259, -0.241, -0.107, 0.384, -0.199, -0.344, -0.306, 1.057, -0.465, -0.553, -0.327, 0.264, 0.205, 0.344, 0.315, -0.309, -0.364, -0.321, 1.026, -0.629, -0.228, -0.375, 0.266, 0.313, 0.382, 0.276, 0.123, -0.367, -0.342, 1.122, -0.570, -0.552, -0.259, 0.071, 0.055, 0.348, 0.363, -0.123, -0.358, -0.380, 1.237, -0.573, -0.573, -0.332, 0.258, 0.221, 0.306, 0.313, -0.312, -0.337, -0.309, 1.116, -0.509, -0.554, -0.298, 0.284, 0.317, 0.315, 0.278, -0.394, -0.266, -0.198, 1.036, -0.556, -0.490, -0.317, 0.299, 0.329, 0.286, 0.258, -0.291, -0.094, -0.328, 1.100, -0.543, -0.532, -0.335, 0.313, 0.312, 0.122, 0.277, -0.314, -0.355, -0.315, 1.120, -0.499, -0.550, -0.292, 0.270, 0.326, 0.319, 0.289]
}